DFT (ωB97M-V with the def2-TZVPD basis set) results for a structure of composition C53H47CsN4O2P2S3Si at a distorted geometry.

Summary:
energy: -4604.14158 Eh
2S+1: 1
charge: -2
maximum force: 5.65 eV Å⁻¹

```
113
Properties=species:S:1:pos:R:3:mulliken_charge:R:1
Cs 0.211 0.520 1.106 0.97
C 0.285 -4.611 -0.796 -1.76
Si -0.408 -2.878 -0.897 0.21
C 0.337 -2.437 -2.691 0.43
C -0.430 -2.751 -3.892 -0.09
C 0.052 -2.510 -5.168 -1.00
C 1.263 -1.882 -5.355 -0.63
C 1.995 -1.535 -4.262 -0.44
C 1.565 -1.864 -2.974 -0.12
P 2.680 -1.272 -1.516 0.73
C 3.770 -0.011 -2.214 0.32
C 5.113 -0.168 -2.470 -0.04
C 5.906 0.885 -2.883 -0.48
C 5.371 2.169 -3.000 -0.44
C 4.051 2.333 -2.750 -0.44
C 3.215 1.280 -2.417 -0.29
C 3.767 -2.746 -1.240 -0.14
C 4.487 -2.802 -0.050 -0.35
C 5.147 -3.936 0.369 -0.58
C 5.110 -5.047 -0.527 -0.50
C 4.335 -5.034 -1.686 -0.66
C 3.723 -3.808 -2.086 -0.09
C -2.254 -3.363 -1.399 0.49
C -2.665 -4.648 -1.914 0.57
C -3.946 -5.011 -2.006 -0.70
C -4.930 -4.045 -1.778 -0.91
C -4.554 -2.836 -1.378 -0.52
C -3.246 -2.428 -1.122 -1.55
P -2.820 -0.856 -0.337 0.42
C -4.336 -0.421 0.644 -0.03
C -4.766 0.920 0.819 -0.70
C -5.886 1.327 1.458 -0.84
C -6.717 0.228 2.053 -0.56
C -6.223 -1.012 2.079 -0.35
C -5.080 -1.327 1.373 0.00
C -3.101 0.220 -1.711 1.29
C -1.958 0.573 -2.425 -0.32
C -2.162 1.311 -3.590 -1.02
C -3.393 1.679 -3.983 -0.77
C -4.540 1.332 -3.233 -0.85
C -4.377 0.533 -2.155 -0.06
H 0.393 -5.212 -1.655 0.44
H -0.459 -5.176 -0.224 0.49
H 1.196 -4.618 -0.249 0.41
H -1.361 -3.254 -3.652 0.33
H -0.530 -2.868 -6.048 0.27
H 1.755 -1.572 -6.261 0.38
H 2.846 -0.917 -4.376 0.55
H 5.570 -1.177 -2.169 0.15
H 6.983 0.629 -2.983 0.27
H 6.033 3.042 -3.131 0.31
H 3.617 3.294 -2.802 0.50
H 2.142 1.496 -2.346 0.04
H 4.567 -1.907 0.577 0.33
H 5.664 -3.929 1.310 0.46
H 5.628 -5.947 -0.167 0.26
H 4.237 -5.924 -2.336 0.35
H 3.165 -3.729 -3.001 0.54
H -1.849 -5.342 -2.205 0.24
H -4.296 -5.981 -2.246 0.45
H -5.988 -4.280 -1.951 0.37
H -5.306 -2.172 -1.100 0.46
H -4.136 1.706 0.339 0.43
H -6.259 2.282 1.439 0.58
H -7.638 0.487 2.576 0.32
H -6.722 -1.832 2.568 0.22
H -4.878 -2.368 1.357 0.30
H -0.913 0.336 -2.135 0.42
H -1.282 1.581 -4.119 0.61
H -3.576 2.161 -4.990 0.21
H -5.497 1.550 -3.573 0.56
H -5.224 0.294 -1.551 0.44
C -1.213 5.291 -2.767 -0.76
S -1.270 5.816 -1.019 -0.15
C -0.536 4.438 -0.115 -0.08
S 0.190 3.095 -1.012 -0.29
N -0.640 4.572 1.158 -0.93
N -0.110 3.470 1.972 0.43
C -0.576 3.563 3.108 -0.74
C -0.459 2.674 4.257 -0.28
C -1.134 3.010 5.502 0.33
C -1.638 1.816 6.239 -1.15
C -0.798 0.773 6.128 -0.43
C 0.320 0.690 5.168 -0.66
N 0.463 1.651 4.274 0.37
H -1.838 5.991 -3.315 0.35
H -1.395 4.288 -3.120 0.09
H -0.250 5.486 -3.149 0.33
H -1.310 4.383 3.337 0.15
H -1.845 3.824 5.224 0.50
H -2.529 1.920 6.849 0.43
H -1.048 -0.181 6.607 0.25
H 0.919 -0.185 5.112 0.51
O -5.891 -5.300 3.171 -0.23
C -5.648 -4.190 3.163 0.23
C 0.900 4.677 5.938 -0.89
C -0.174 3.760 6.508 0.62
O -0.243 3.565 7.706 -0.64
H 0.910 5.598 6.526 0.40
H 0.638 4.871 4.906 0.21
H 1.928 4.285 6.022 0.15
S 7.045 0.715 1.492 -0.45
C 5.566 1.320 1.983 -0.03
N 4.811 2.026 1.073 -0.07
C 3.570 2.521 1.254 -0.16
C 3.066 2.310 2.473 -0.43
C 3.733 1.675 3.512 -0.28
C 4.948 1.120 3.213 -0.51
H 5.288 2.029 0.135 0.11
H 3.094 3.018 0.412 0.48
H 2.076 2.760 2.676 0.65
H 3.231 1.647 4.523 0.31
H 5.374 0.484 3.985 0.38
```

***

DFT (ωB97M-V with the def2-TZVPD basis set) results for a structure of composition C53H48N5O8PbSi at a distorted geometry.

Summary:
energy: -3406.21843 Eh
2S+1: 1
charge: +1
maximum force: 2.32 eV Å⁻¹

```
116
Properties=species:S:1:pos:R:3:mulliken_charge:R:1
Pb 0.320 1.024 -0.624 2.62
C -0.500 3.247 -3.010 -1.18
C -0.071 4.358 -2.033 -0.75
C -0.772 4.341 -0.705 0.36
C -1.251 5.518 -0.133 -1.04
C -1.849 5.471 1.115 -0.63
C -1.976 4.244 1.747 -1.43
C -1.485 3.121 1.106 -0.41
N -0.890 3.176 -0.079 0.80
N 0.455 2.133 -3.050 1.32
C 0.034 1.038 -3.925 -1.95
C -1.263 0.386 -3.551 1.02
C -1.923 -0.441 -4.456 -1.06
C -3.128 -1.016 -4.091 -0.86
C -3.666 -0.689 -2.853 -0.60
C -2.930 0.126 -2.013 -1.47
N -1.741 0.617 -2.335 0.73
C 1.779 2.586 -3.483 -2.67
C 2.902 2.285 -2.522 1.07
C 4.206 2.573 -2.911 -1.08
C 5.245 2.330 -2.028 -0.80
C 4.945 1.757 -0.805 -1.14
C 3.623 1.455 -0.518 -0.98
N 2.623 1.764 -1.336 1.00
H -1.464 2.847 -2.697 0.39
H -0.619 3.674 -4.018 0.50
H 0.992 4.261 -1.810 0.39
H -0.227 5.332 -2.499 0.29
H -1.145 6.459 -0.650 0.49
H -2.217 6.374 1.580 0.45
H -2.445 4.159 2.716 0.58
H -1.578 2.134 1.536 0.61
H -0.038 1.375 -4.973 0.70
H 0.811 0.268 -3.868 0.48
H -1.491 -0.629 -5.428 0.53
H -3.642 -1.685 -4.764 0.45
H -4.622 -1.072 -2.538 0.55
H -3.295 0.399 -1.038 0.74
H 2.040 2.127 -4.446 0.55
H 1.772 3.665 -3.667 0.60
H 4.398 2.978 -3.894 0.55
H 6.263 2.569 -2.299 0.46
H 5.718 1.521 -0.093 0.66
H 3.356 0.991 0.416 1.07
C 6.414 4.050 2.804 -0.65
O 5.698 3.398 3.831 -0.43
C 4.463 2.921 3.568 0.45
C 3.939 2.061 4.561 -0.76
C 2.733 1.422 4.359 -0.72
C 2.003 1.607 3.196 -0.06
C 0.853 0.745 2.902 1.33
C -0.164 0.561 3.999 -1.13
O 0.736 0.178 1.828 -0.54
C 2.445 2.574 2.196 -0.44
O 1.744 2.866 1.203 -0.29
C 3.725 3.184 2.436 0.02
H 7.437 4.138 3.170 0.27
H 6.012 5.047 2.601 0.32
H 6.399 3.458 1.883 0.23
H 4.527 1.902 5.450 0.49
H 2.379 0.713 5.091 0.52
H -0.033 1.287 4.794 0.65
H -0.075 -0.446 4.404 0.24
H -1.162 0.638 3.570 -0.05
H 4.066 3.886 1.691 0.55
O -1.856 -0.006 0.772 0.57
Si -2.686 -1.235 1.191 -1.09
C -1.956 -2.133 2.740 0.73
C -2.615 -1.941 3.939 -0.34
C -2.068 -2.455 5.105 -0.76
C -0.876 -3.156 5.062 -0.68
C -0.216 -3.327 3.857 -0.75
C -0.749 -2.799 2.691 -0.27
C -4.547 -0.917 1.416 1.27
C -5.026 0.336 1.037 -0.08
C -6.370 0.652 1.098 -0.83
C -7.278 -0.287 1.558 -0.62
C -6.823 -1.524 1.982 -0.82
C -5.476 -1.834 1.909 -0.32
C -2.508 -2.772 -0.009 0.30
C -3.263 -3.923 0.087 -0.12
C -3.148 -4.893 -0.900 -1.08
C -2.296 -4.697 -1.970 -0.92
C -1.545 -3.539 -2.052 -0.78
C -1.618 -2.587 -1.044 1.17
H -3.537 -1.380 3.980 0.47
H -2.579 -2.294 6.044 0.43
H -0.455 -3.556 5.972 0.42
H 0.722 -3.861 3.822 0.46
H -0.210 -2.902 1.764 0.67
H -4.318 1.080 0.700 0.01
H -6.717 1.625 0.781 0.47
H -8.333 -0.057 1.581 0.40
H -7.526 -2.254 2.359 0.43
H -5.154 -2.807 2.254 0.34
H -3.941 -4.087 0.908 0.33
H -3.734 -5.797 -0.831 0.45
H -2.202 -5.456 -2.732 0.47
H -0.890 -3.359 -2.892 0.64
H -0.988 -1.714 -1.088 -0.20
O 3.578 -0.855 -1.240 -0.63
C 2.579 -1.455 -1.626 -0.05
O 1.392 -1.074 -1.726 -0.38
C 2.840 -2.904 -2.063 -0.18
C 4.072 -3.247 -2.608 -0.50
C 4.330 -4.556 -2.985 -0.68
C 3.365 -5.531 -2.809 -0.73
C 2.150 -5.180 -2.232 -0.07
C 1.877 -3.872 -1.851 0.17
N 1.140 -6.187 -2.030 1.13
O 1.247 -7.222 -2.651 -0.63
O 0.232 -5.929 -1.263 -0.60
H 4.823 -2.481 -2.723 0.49
H 5.290 -4.817 -3.402 0.41
H 3.541 -6.558 -3.092 0.49
H 0.929 -3.621 -1.402 0.49
```

***

DFT (ωB97M-V with the def2-TZVPD basis set) results for a structure of composition C53H49O3PtS2Se at a distorted geometry.

Summary:
energy: -5591.70745 Eh
2S+1: 1
charge: +1
maximum force: 1.15 eV Å⁻¹

```
109
Properties=species:S:1:pos:R:3:mulliken_charge:R:1
Pt 0.621 0.064 0.411 3.10
C -2.049 -4.600 -6.999 -1.45
C -1.541 -3.614 -5.986 0.96
C -0.183 -3.307 -5.899 -1.01
C 0.286 -2.393 -4.970 -0.45
C -0.614 -1.791 -4.106 0.09
C -1.973 -2.052 -4.194 -0.14
C -2.428 -2.967 -5.128 -0.89
S -0.052 -0.577 -2.916 0.73
O 1.144 0.089 -3.487 -0.73
C 0.640 -1.710 -1.670 1.87
C 1.933 -2.212 -1.926 -0.77
C 2.489 -3.112 -1.071 -1.31
C 1.829 -3.509 0.121 1.28
C 2.430 -4.399 1.037 -1.18
C 1.771 -4.774 2.176 -0.87
C 0.479 -4.282 2.441 -0.78
C -0.134 -3.426 1.565 -1.03
C 0.535 -3.010 0.395 1.04
C -0.087 -2.120 -0.556 -2.48
C -1.582 -2.034 -0.575 0.34
C -2.282 -3.152 -1.138 1.09
C -1.606 -4.289 -1.643 -0.71
C -2.304 -5.321 -2.204 -0.89
C -3.708 -5.270 -2.295 -0.77
C -4.388 -4.187 -1.813 -0.99
C -3.696 -3.107 -1.219 1.00
C -4.394 -1.978 -0.714 -1.24
C -3.721 -0.936 -0.161 -1.40
C -2.309 -0.982 -0.106 0.79
S -1.491 0.299 0.815 1.05
O -1.856 0.133 2.215 -0.71
C -2.268 1.780 0.224 0.18
C -2.194 2.126 -1.118 -0.67
C -2.820 3.284 -1.538 -1.08
C -3.518 4.092 -0.637 1.21
C -4.216 5.335 -1.109 -1.61
C -3.568 3.714 0.701 -1.10
C -2.944 2.558 1.146 -0.52
H -1.233 -5.039 -7.570 0.36
H -2.732 -4.119 -7.700 0.35
H -2.597 -5.409 -6.513 0.32
H 0.512 -3.782 -6.579 0.34
H 1.334 -2.123 -4.932 0.48
H -2.673 -1.537 -3.547 0.50
H -3.489 -3.174 -5.198 0.46
H 2.456 -1.860 -2.806 0.47
H 3.473 -3.519 -1.276 0.42
H 3.420 -4.783 0.820 0.53
H 2.236 -5.458 2.873 0.43
H -0.034 -4.585 3.344 0.50
H -1.128 -3.049 1.776 0.57
H -0.526 -4.342 -1.595 0.31
H -1.773 -6.182 -2.589 0.49
H -4.247 -6.094 -2.745 0.43
H -5.469 -4.143 -1.872 0.47
H -5.476 -1.966 -0.763 0.44
H -4.247 -0.085 0.253 0.64
H -1.650 1.505 -1.818 0.55
H -2.766 3.571 -2.581 0.43
H -3.749 5.734 -2.009 0.39
H -4.206 6.108 -0.343 0.40
H -5.260 5.118 -1.345 0.29
H -4.101 4.336 1.410 0.46
H -2.971 2.261 2.187 0.76
C -1.803 2.854 6.904 -1.56
C -1.161 2.659 5.559 0.68
C -0.399 1.532 5.277 -1.14
C 0.209 1.338 4.045 0.90
C 1.038 0.100 3.846 -0.88
C 0.042 2.307 3.048 0.97
Se 0.979 2.219 1.363 -0.08
C -0.717 3.457 3.304 0.33
C -0.921 4.586 2.322 -1.98
C -1.302 3.607 4.558 -0.89
H -1.588 2.019 7.570 0.35
H -2.887 2.941 6.810 0.34
H -1.444 3.768 7.379 0.35
H -0.272 0.776 6.045 0.28
H 1.002 -0.530 4.733 0.45
H 2.081 0.367 3.648 -0.17
H 0.684 -0.497 3.003 -0.04
H -0.604 4.338 1.313 0.25
H -0.364 5.468 2.645 0.53
H -1.975 4.866 2.290 0.33
H -1.887 4.502 4.751 0.44
C 5.779 5.220 0.236 -1.59
C 5.275 3.814 0.368 0.57
C 4.503 3.236 -0.633 -1.11
C 3.985 1.958 -0.513 1.15
C 3.229 1.380 -1.672 -1.31
C 4.269 1.228 0.665 1.70
C 3.711 -0.068 0.919 -1.42
O 2.669 -0.569 0.459 -0.58
C 5.116 1.772 1.662 0.79
C 5.489 1.019 2.913 -1.73
C 5.582 3.061 1.500 -0.86
H 5.756 5.556 -0.799 0.38
H 6.797 5.310 0.612 0.41
H 5.153 5.896 0.822 0.30
H 4.305 3.795 -1.540 0.44
H 3.505 1.889 -2.594 0.62
H 2.148 1.502 -1.567 0.11
H 3.411 0.315 -1.800 0.13
H 4.279 -0.718 1.595 0.29
H 4.627 0.857 3.562 0.25
H 6.223 1.589 3.480 0.41
H 5.931 0.046 2.694 0.44
H 6.213 3.495 2.268 0.41
```

***

DFT (ωB97M-V with the def2-TZVPD basis set) results for a cluster of 8 separate species, C53H50F15N2O2P in total at a distorted geometry.

Summary:
SMILES: NCCCP(CCOCC(F)(F)C(F)(F)C(F)(F)C(F)F)N=C=O.Fc1ccccc1.Fc1ccccc1.Fc1ccccc1.Fc1ccccc1.Fc1ccccc1.Fc1ccccc1.Fc1ccccc1
energy: -4148.86146 Eh
2S+1: 1
maximum force: 2.68 eV Å⁻¹

```
123
Properties=species:S:1:pos:R:3:mulliken_charge:R:1
N 4.547 2.182 5.135 -0.50
C 4.063 1.017 4.390 -0.08
C 4.101 1.194 2.812 -0.63
C 3.085 0.205 2.113 0.42
P 3.854 -1.379 1.480 0.00
C 3.797 -2.572 2.918 -0.35
C 2.506 -3.468 2.997 -0.68
O 1.512 -2.864 3.837 -0.25
C 0.189 -3.074 3.399 -1.24
C -0.545 -1.743 2.969 1.07
F -1.861 -2.126 2.745 -0.30
F 0.035 -1.378 1.781 -0.05
C -0.579 -0.650 4.074 0.27
F -1.300 -1.218 5.119 -0.32
F 0.624 -0.332 4.617 -0.16
C -1.331 0.697 3.761 0.68
F -2.681 0.584 3.932 -0.25
F -0.931 1.578 4.751 -0.28
C -1.029 1.427 2.424 -0.04
F -1.574 0.835 1.320 -0.21
F 0.306 1.734 2.277 -0.17
N 2.837 -2.144 0.220 -0.39
C 2.268 -1.315 -0.456 0.53
O 1.514 -0.525 -0.808 -0.43
H 4.002 2.993 4.857 0.19
H 5.540 2.352 4.987 0.26
H 4.618 0.075 4.631 0.01
H 3.004 0.846 4.719 0.18
H 3.691 2.224 2.634 0.40
H 5.139 1.162 2.409 0.23
H 2.323 -0.080 2.881 -0.81
H 2.567 0.800 1.319 0.50
H 3.833 -1.967 3.852 0.06
H 4.682 -3.248 2.938 0.52
H 2.834 -4.407 3.527 0.36
H 2.137 -3.804 2.001 0.43
H -0.403 -3.488 4.259 0.40
H 0.088 -3.837 2.584 0.46
H -1.531 2.427 2.495 0.23
F -3.677 -4.103 -3.388 -0.33
C -3.737 -4.064 -2.045 0.19
C -4.844 -4.590 -1.405 -0.24
C -4.908 -4.555 -0.019 -0.61
C -3.870 -3.985 0.709 -0.47
C -2.765 -3.456 0.052 -0.02
C -2.695 -3.500 -1.334 -0.84
H -5.647 -5.023 -1.990 0.53
H -5.767 -4.970 0.494 0.45
H -3.923 -3.953 1.791 0.46
H -1.961 -3.009 0.619 0.34
H -1.839 -3.100 -1.863 0.50
F 4.438 4.990 4.802 -0.36
C 3.504 5.646 5.519 0.39
C 2.703 6.582 4.892 -0.53
C 1.738 7.254 5.631 -0.35
C 1.594 6.988 6.988 -0.48
C 2.409 6.047 7.605 -0.39
C 3.368 5.367 6.865 -0.25
H 2.837 6.781 3.836 0.41
H 1.100 7.984 5.150 0.37
H 0.843 7.515 7.564 0.37
H 2.299 5.843 8.662 0.36
H 4.006 4.623 7.326 0.44
F 0.412 3.429 -6.735 -0.33
C 0.550 2.600 -5.682 0.38
C -0.386 1.604 -5.477 -0.33
C -0.240 0.747 -4.394 -0.67
C 0.834 0.903 -3.524 -0.30
C 1.764 1.912 -3.740 -0.59
C 1.626 2.764 -4.829 -0.28
H -1.220 1.503 -6.161 0.42
H -0.963 -0.042 -4.228 0.45
H 0.945 0.237 -2.678 0.53
H 2.598 2.036 -3.060 0.38
H 2.346 3.550 -5.018 0.40
F -11.097 -0.523 2.055 -0.31
C -9.889 -0.983 1.682 0.23
C -9.708 -1.438 0.389 -0.42
C -8.460 -1.908 0.003 -0.44
C -7.413 -1.927 0.917 -0.46
C -7.610 -1.471 2.215 -0.46
C -8.855 -0.990 2.600 -0.40
H -10.539 -1.423 -0.306 0.43
H -8.304 -2.260 -1.010 0.54
H -6.440 -2.298 0.616 0.50
H -6.795 -1.490 2.928 0.40
H -9.026 -0.623 3.604 0.41
F 2.494 3.493 -13.168 -0.31
C 2.405 3.623 -11.832 0.23
C 1.297 3.121 -11.174 -0.42
C 1.209 3.251 -9.794 -0.32
C 2.224 3.888 -9.091 -0.24
C 3.329 4.392 -9.765 -0.44
C 3.425 4.254 -11.144 -0.35
H 0.513 2.634 -11.741 0.39
H 0.350 2.855 -9.267 0.35
H 2.151 3.992 -8.017 0.34
H 4.118 4.893 -9.217 0.36
H 4.283 4.633 -11.686 0.41
F -8.669 -2.796 -3.821 -0.25
C -7.908 -2.803 -4.932 0.26
C -6.556 -3.067 -4.823 -0.07
C -5.771 -3.079 -5.968 -0.40
C -6.347 -2.817 -7.206 -0.50
C -7.707 -2.548 -7.300 -0.45
C -8.495 -2.546 -6.157 -0.46
H -6.124 -3.261 -3.850 0.30
H -4.712 -3.293 -5.895 0.41
H -5.733 -2.822 -8.099 0.37
H -8.154 -2.339 -8.264 0.36
H -9.558 -2.347 -6.211 0.41
F 5.944 -1.108 4.374 -0.07
C 7.251 -1.440 4.434 0.19
C 7.881 -1.492 5.663 -0.54
C 9.224 -1.838 5.722 -0.43
C 9.921 -2.117 4.552 -0.49
C 9.275 -2.055 3.323 -0.56
C 7.929 -1.720 3.263 -0.13
H 7.322 -1.263 6.562 0.41
H 9.727 -1.890 6.679 0.37
H 10.970 -2.382 4.599 0.37
H 9.819 -2.268 2.411 0.37
H 7.405 -1.674 2.315 0.48
```

***

> What is the energy in the first record?

-4604.14158 Eh